# 1
Entry from the OMol25 dataset: C6H22FN8O5Tl as an isolated structure (the ωB97M-V functional and the def2-TZVPD basis).

Each line ends with the Löwdin charge.
CARTESIAN COORDINATES (ANGSTROEM)
Tl  -18.292  -19.651  -8.461  1.57
F  -18.585  -19.079  -10.586  -0.32
C  -21.249  -17.329  -12.704  -0.03
C  -20.238  -18.396  -12.354  -0.35
O  -20.736  -19.182  -11.297  -0.03
H  -22.168  -17.785  -13.073  0.10
H  -20.840  -16.688  -13.485  0.09
H  -21.390  -16.714  -11.815  0.07
H  -19.397  -17.765  -12.065  0.08
H  -20.060  -19.110  -13.158  0.14
H  -19.999  -19.496  -10.767  0.02
C  -19.466  -17.151  -8.873  -0.64
O  -19.301  -18.036  -8.060  0.02
N  -19.717  -15.913  -8.601  0.27
N  -19.472  -17.337  -10.163  0.20
H  -19.837  -15.288  -9.385  0.15
H  -19.812  -15.470  -7.698  0.16
H  -19.430  -16.475  -10.687  0.15
H  -19.078  -18.215  -10.471  -0.22
C  -17.797  -21.758  -10.215  -0.67
O  -17.749  -21.464  -9.063  0.06
N  -17.200  -22.791  -10.755  0.25
N  -18.321  -21.103  -11.168  0.24
H  -17.353  -23.007  -11.730  0.15
H  -16.701  -23.450  -10.175  0.16
H  -18.251  -21.428  -12.122  0.17
H  -18.792  -20.213  -11.092  0.00
C  -16.799  -18.324  -12.652  -0.82
O  -16.049  -18.116  -13.531  0.15
N  -16.525  -18.323  -11.407  0.16
N  -17.986  -18.681  -12.679  0.12
H  -17.375  -18.302  -10.862  0.04
H  -15.758  -17.785  -11.029  0.12
H  -18.363  -19.108  -11.844  -0.01
H  -18.402  -18.638  -13.598  0.16
C  -16.734  -17.327  -9.188  -0.61
O  -17.640  -18.127  -9.274  -0.23
N  -15.852  -17.514  -8.248  0.28
N  -16.507  -16.328  -10.032  0.24
H  -14.960  -17.047  -8.169  0.17
H  -16.230  -18.156  -7.567  0.13
H  -16.853  -16.267  -10.979  0.15
H  -15.692  -15.755  -9.871  0.16

Multiplicity ... 1
Net charge ... +2
ΔE to the lowest compared entry with this formula, charge and spin ... 15.284 eV
Frontier orbital gap ... 4.6 eV

---

# 2
Entry from the OMol25 dataset: a 5-piece molecular cluster, C6H22N2O4 overall (the ωB97M-V functional and the def2-TZVPD basis).

Each line ends with the natural charge from an NBO analysis.
CARTESIAN COORDINATES (ANGSTROEM)
C  0.093  2.667  1.969  -0.45
C  -0.034  1.352  2.080  -0.15
C  -1.267  0.485  2.252  -0.48
C  -0.841  -0.915  1.910  -0.42
C  -0.312  -1.074  0.383  -0.21
N  -1.193  -0.482  -0.591  -0.69
C  -0.760  0.630  -1.514  -0.07
N  -1.070  1.992  -1.118  -0.88
H  -0.842  3.221  1.882  0.19
H  1.033  3.193  1.913  0.23
H  0.822  0.680  2.234  0.20
H  -1.940  0.955  1.491  0.21
H  -1.829  0.400  3.186  0.24
H  -1.564  -1.732  1.920  0.21
H  -0.108  -1.310  2.564  0.20
H  0.682  -0.682  0.190  0.19
H  -0.268  -2.155  0.224  0.19
H  -2.148  -0.226  -0.206  0.35
H  -1.284  0.302  -2.400  0.16
H  0.230  0.310  -1.775  0.20
H  -1.935  2.264  -1.534  0.38
H  -0.820  2.251  -0.176  0.38
O  1.881  -1.143  -2.529  -0.97
H  1.084  -1.562  -2.903  0.49
H  2.469  -1.851  -2.247  0.47
O  2.421  2.050  0.137  -0.93
H  1.474  2.212  0.254  0.47
H  2.305  1.167  -0.244  0.47
O  -0.903  -2.097  -3.594  -0.94
H  -1.394  -1.616  -2.895  0.48
H  -0.674  -1.334  -4.146  0.46
O  1.926  -2.551  1.000  -0.96
H  2.444  -3.159  0.471  0.48
H  2.321  -2.243  1.814  0.49

Multiplicity ... 1
Net charge ... 0
ΔE to the lowest compared entry with this formula, charge and spin ... 2.990 eV
Frontier orbital gap ... 8.6 eV
SMILES ... C=CCCCNCN.O.O.O.O

---

# 3
Entry from the OMol25 dataset: a 6-piece molecular cluster, C6H22O5 overall (the ωB97M-V functional and the def2-TZVPD basis).

Each line ends with the natural charge from an NBO analysis.
CARTESIAN COORDINATES (ANGSTROEM)
C  -2.644  -1.150  -0.547  -0.45
C  -2.103  -0.052  -0.029  -0.16
C  -0.625  0.195  0.025  -0.47
C  -0.133  1.589  -0.317  -0.41
C  -0.323  2.002  -1.755  -0.40
C  0.514  1.203  -2.795  -0.61
H  -1.946  -1.889  -0.907  0.19
H  -3.696  -1.395  -0.605  0.20
H  -2.722  0.765  0.338  0.19
H  -0.358  -0.167  1.033  0.24
H  -0.053  -0.603  -0.447  0.22
H  -0.519  2.257  0.464  0.20
H  0.919  1.594  -0.010  0.22
H  -0.204  3.082  -1.831  0.20
H  -1.347  1.755  -2.050  0.19
H  -0.080  0.315  -2.985  0.20
H  1.479  0.859  -2.460  0.21
H  0.669  1.891  -3.623  0.21
O  3.403  1.940  0.856  -0.93
H  3.149  2.769  0.431  0.47
H  4.165  2.182  1.391  0.47
O  1.799  0.140  4.350  -0.94
H  1.262  -0.654  4.443  0.47
H  2.721  -0.107  4.467  0.48
O  1.829  -1.732  1.635  -0.98
H  1.672  -1.132  2.377  0.47
H  1.658  -2.633  1.990  0.48
O  -3.567  -0.111  -3.207  -0.94
H  -2.803  -0.094  -2.619  0.48
H  -4.340  -0.045  -2.638  0.47
O  0.850  -4.219  2.056  -0.94
H  1.311  -4.686  1.346  0.48
H  0.062  -3.867  1.624  0.48

Multiplicity ... 1
Net charge ... 0
ΔE to the lowest compared entry with this formula, charge and spin ... 1.444 eV
Frontier orbital gap ... 9.9 eV
SMILES ... C=CCCCC.O.O.O.O.O

---

# 4
Entry from the OMol25 dataset: a 7-piece molecular cluster, C6H22O6 overall (the ωB97M-V functional and the def2-TZVPD basis).

Each line ends with the natural charge from an NBO analysis.
CARTESIAN COORDINATES (ANGSTROEM)
C  -0.734  -0.935  2.457  -0.35
C  -0.397  -0.082  1.511  -0.24
C  -0.439  1.330  1.615  0.02
C  -0.865  2.171  0.595  -0.41
C  0.443  1.896  2.773  -0.43
C  1.741  1.758  2.156  -0.62
H  -0.940  -1.944  2.267  0.19
H  -1.063  -0.551  3.455  0.19
H  -0.151  -0.490  0.631  0.20
H  -1.488  1.867  -0.255  0.16
H  -0.947  3.203  0.498  0.21
H  -0.049  2.917  2.996  0.20
H  0.311  1.540  3.754  0.22
H  2.010  0.737  2.381  0.21
H  2.423  2.485  2.735  0.21
H  1.943  1.867  1.139  0.23
O  2.479  -1.460  -1.365  -0.97
H  2.745  -1.664  -2.216  0.48
H  1.872  -2.207  -1.045  0.51
O  -0.697  0.200  -2.847  -0.99
H  -1.459  0.627  -2.433  0.50
H  0.189  0.476  -2.532  0.49
O  0.232  -2.915  -2.300  -0.97
H  -0.150  -2.091  -2.714  0.49
H  -0.295  -2.947  -1.528  0.48
O  2.578  1.071  -2.234  -0.98
H  3.448  0.953  -1.811  0.47
H  2.033  0.251  -1.934  0.48
O  -2.022  -2.491  -1.170  -0.96
H  -2.386  -2.455  -2.026  0.50
H  -2.604  -2.858  -0.485  0.51
O  -2.900  -0.036  -0.842  -0.99
H  -2.342  -0.854  -0.887  0.49
H  -2.517  0.632  -0.339  0.47

Multiplicity ... 1
Net charge ... 0
ΔE to the lowest compared entry with this formula, charge and spin ... 4.587 eV
Frontier orbital gap ... 9.1 eV
SMILES ... C=CC(=C)CC.O.O.O.O.O.O

---

# 5
Entry from the OMol25 dataset: a 7-piece molecular cluster, C6H22O7 overall (the ωB97M-V functional and the def2-TZVPD basis).

Each line ends with the Mulliken spin population.
CARTESIAN COORDINATES (ANGSTROEM)
C  -2.702  0.837  -0.535  0.02
C  -1.964  0.341  0.683  0.18
C  -0.680  -0.109  0.708  0.18
C  -0.002  -0.585  1.879  0.18
C  0.233  -0.021  3.095  0.17
O  1.039  -0.644  3.943  0.12
C  -2.828  0.050  1.890  -0.01
H  -2.236  0.229  -1.318  0.01
H  -3.765  0.702  -0.369  0.00
H  -2.444  1.882  -0.777  0.02
H  -0.166  -0.206  -0.235  0.04
H  0.186  -1.681  1.786  0.01
H  0.148  1.002  3.479  0.00
H  1.268  -1.568  3.769  -0.01
H  -3.231  0.893  2.501  0.04
H  -2.409  -0.691  2.584  -0.01
H  -3.821  -0.353  1.665  0.02
H  0.543  2.172  1.113  0.00
H  1.321  2.212  -0.217  0.00
O  1.434  2.062  0.736  0.00
H  0.374  1.057  -2.765  0.00
H  0.466  2.427  -3.282  0.00
O  0.393  1.967  -2.434  0.00
H  2.579  0.524  0.571  0.00
H  4.110  0.004  0.945  0.00
O  3.289  -0.122  0.462  0.00
H  3.183  -0.522  -1.417  0.00
H  2.548  0.508  -2.255  0.00
O  2.914  -0.384  -2.362  0.00
H  -1.396  -3.167  -1.458  0.00
H  -0.251  -2.277  -1.734  0.00
O  -1.006  -2.354  -1.114  0.00
H  1.272  -0.969  -2.531  0.00
H  0.996  -1.852  -3.867  0.00
O  0.608  -1.365  -3.141  0.00

Multiplicity ... 2
Net charge ... +1
ΔE to the lowest compared entry with this formula, charge and spin ... 0.000 eV
Frontier orbital gap (alpha / beta) ... 10.1 / 6.6 eV

---

# 6
Entry from the OMol25 dataset: C6H23GaN3O2P2S as an isolated structure (the ωB97M-V functional and the def2-TZVPD basis).

Each line ends with the natural charge from an NBO analysis.
CARTESIAN COORDINATES (ANGSTROEM)
C  2.441  0.715  -0.821  -0.60
C  1.215  -0.112  -1.202  -0.41
C  1.015  -0.302  -2.696  -0.40
C  -0.247  -1.106  -3.013  -0.20
N  -1.502  -0.399  -2.839  -1.07
Ga  -2.377  -0.357  -1.117  0.76
P  -1.747  -2.273  0.182  0.78
N  -2.926  -2.945  1.033  -1.38
P  -4.752  -0.405  -1.177  0.64
N  -5.145  1.249  -1.586  -1.15
O  -5.131  -1.187  -2.633  -1.00
H  2.635  0.561  0.237  0.21
H  3.329  0.398  -1.366  0.19
H  2.260  1.777  -0.978  0.19
H  1.302  -1.098  -0.741  0.19
H  0.335  0.387  -0.799  0.22
H  0.974  0.663  -3.207  0.18
H  1.881  -0.845  -3.092  0.18
H  -0.159  -1.475  -4.045  0.15
H  -0.233  -1.993  -2.376  0.17
H  -1.423  0.525  -3.243  0.34
H  -1.989  0.931  -0.228  -0.34
H  -1.089  -3.213  -0.648  -0.09
H  -0.685  -1.858  1.042  -0.11
H  -3.012  -3.934  0.837  0.34
H  -5.106  1.392  -2.589  0.36
H  -6.104  1.404  -1.306  0.35
H  -5.880  -1.746  -2.437  0.47
C  1.921  1.176  3.860  -0.83
S  3.440  1.744  3.091  1.26
O  4.091  0.554  2.493  -0.98
C  4.317  2.092  4.623  -0.83
H  1.245  0.875  3.062  0.26
H  2.141  0.325  4.503  0.23
H  1.476  1.992  4.430  0.22
H  4.370  1.184  5.223  0.23
H  3.799  2.884  5.164  0.22
H  5.319  2.422  4.359  0.23

Multiplicity ... 1
Net charge ... -1
Frontier orbital gap ... 5.9 eV

---

# 7
Entry from the OMol25 dataset: a 5-piece molecular cluster, C6H23N2O4 overall (the ωB97M-V functional and the def2-TZVPD basis).

Each line ends with the Mulliken spin population.
CARTESIAN COORDINATES (ANGSTROEM)
C  -2.965  -1.027  -0.241  0.44
C  -2.350  -1.078  -1.781  -0.14
C  -0.904  -1.294  -1.680  0.24
C  -0.036  -0.319  -2.159  0.23
N  1.267  -0.369  -1.576  0.02
C  2.361  0.564  -2.032  0.03
C  3.379  0.807  -0.879  -0.02
N  -2.304  0.212  0.468  0.44
H  -2.548  -1.931  0.194  -0.13
H  -4.081  -0.930  -0.215  -0.04
H  -2.817  -2.004  -2.326  -0.01
H  -2.675  -0.078  -2.236  -0.04
H  -0.432  -2.032  -1.082  -0.15
H  -0.244  0.530  -2.814  0.02
H  1.486  -1.346  -1.388  -0.10
H  1.683  1.523  -2.276  0.01
H  2.842  0.422  -2.961  0.00
H  4.329  0.318  -1.248  -0.03
H  3.559  1.828  -0.625  0.03
H  3.034  0.303  0.008  0.13
H  -1.500  0.693  -0.096  0.02
H  -1.885  -0.188  1.325  -0.17
H  -3.097  0.760  0.753  -0.11
H  -1.569  3.320  1.284  -0.05
H  -0.591  2.258  1.576  0.04
O  -1.481  2.333  1.400  -0.10
H  2.767  -1.744  2.024  0.06
H  2.444  -1.037  3.277  -0.13
O  2.225  -0.983  2.400  0.12
H  -1.499  -1.999  3.300  -0.15
H  -1.045  -0.714  2.769  0.06
O  -1.842  -1.246  2.841  0.20
H  1.485  1.179  0.627  -0.03
H  1.878  1.597  2.015  -0.08
O  1.128  1.670  1.357  0.40

Multiplicity ... 2
Net charge ... 0
ΔE to the lowest compared entry with this formula, charge and spin ... 2.404 eV
Frontier orbital gap (alpha / beta) ... 2.9 / 8.6 eV

---

| no. | energy (a.u.) |
| --- | --- |
| 1 | -1327.2424 |
| 2 | -652.1806 |
| 3 | -617.9465 |
| 4 | -693.1071 |
| 5 | -768.1469 |
| 6 | -3562.8221 |
| 7 | -652.6531 |